Molecular formula: C2H4N4O2
Method: DFT, wB97M-V/def2-TZVPD

Geometry as XYZ:
```
12
Properties=species:S:1:pos:R:3:mulliken_charge:R:1
N 2.28100 0.01375 0.54727 -0.431
C 1.22593 -0.02268 -0.29979 0.653
O 0.97067 -0.92594 -1.18695 -0.596
N 0.38476 1.20672 -0.40457 -0.226
N -0.82292 1.22337 0.00400 -0.168
C -1.13065 -0.04293 0.37035 0.563
N -2.41438 -0.25191 -0.24935 -0.615
O -0.61566 -0.73242 1.25664 -0.509
H 2.75418 -0.94884 0.51775 0.304
H 2.16620 0.77132 1.24700 0.284
H -2.49984 -1.44179 -0.66497 0.342
H -1.83161 -0.06376 -1.36201 0.398
```

Properties
LUMO in eV: -0.936
Highest occupied orbital energy in eV: -9.99
ΔE to the lowest compared entry with this formula, charge and spin in kcal per mole: 81.7
Electronic energy in Ha: -447.97216
SMILES: NC(=O)/N=N\C(N)=O
Kohn-Sham gap in eV: 9.056
Maximum force in eV/A: 9.01